No. 1
The following is a DFT calculation (ωB97M-V/def2-TZVPD) of an isolated molecule of C4H4ClF at a distorted geometry.

The energy above the lowest of the compared OMol25 structures with the same formula, charge and spin is 31.1 kcal/mol. The HOMO-LUMO gap is 11.30 eV. The lowest unoccupied orbital energy comes out at 0.0371 Eh. Its energy is -19450.1072 eV. The HOMO energy comes out at -10.30 eV. Its SMILES is F[C@@H]1C=C[C@@H]1Cl. The value obtained for the max |F| is 0.1385 Eh/bohr. The net charge is 0.

Atoms and positions in Å:
C  -0.325  -0.678  -0.598
C  -0.484  -0.653  0.734
C  -0.306  0.811  -0.913
C  -0.424  1.033  0.657
F  -1.364  1.277  -1.610
Cl  -1.774  1.899  1.349
H  -0.323  -1.468  -1.273
H  -0.463  -1.245  1.548
H  0.719  1.236  -1.433
H  0.410  1.373  1.076

***

No. 2
The following is a DFT calculation (ωB97M-V/def2-TZVPD) of a structure of composition C10H27FFeNO5S at a distorted geometry.

The HOMO-LUMO gap (alpha / beta) is 3.92 / 3.73 eV. The lowest unoccupied orbital energy (alpha / beta) comes out at -0.2619 / -0.2688 Eh. As for the expectation value of S²: 6.006. Its energy is -70464.4364 eV. The HOMO energy (alpha / beta) comes out at -11.05 / -11.05 eV. As for the spin multiplicity: 5. The value obtained for the max |F| is 0.0580 Eh/bohr. The net charge is +1.

Atoms and positions in Å:
Fe  -1.762  -2.820  0.152
F  -1.262  -1.021  -0.044
C  -0.304  -0.632  -3.224
O  -1.081  0.276  -2.463
H  -0.569  -0.603  -4.280
H  0.772  -0.448  -3.160
H  -0.521  -1.651  -2.866
H  -1.136  -0.084  -1.573
C  -1.468  1.020  3.395
O  -0.909  -0.152  2.768
H  -0.727  1.827  3.315
H  -2.293  1.438  2.818
H  -1.520  0.837  4.461
H  -0.686  0.054  1.853
C  -2.646  2.312  -0.179
O  -3.115  0.971  0.053
H  -3.453  2.981  0.115
H  -1.767  2.479  0.444
H  -2.505  2.487  -1.247
H  -2.362  0.391  -0.097
C  -4.040  -2.079  2.118
O  -2.599  -2.215  2.031
H  -4.310  -1.645  3.075
H  -4.495  -1.491  1.318
H  -4.424  -3.091  1.998
H  -2.157  -1.373  2.306
N  2.375  -3.190  -1.495
C  3.552  -3.442  -2.141
C  4.250  -2.274  -2.216
C  3.545  -1.311  -1.458
C  2.366  -1.887  -1.048
H  1.640  -3.855  -1.358
H  3.709  -4.451  -2.485
H  5.167  -2.138  -2.765
H  3.823  -0.300  -1.211
H  1.504  -1.498  -0.529
C  3.029  3.278  0.851
S  1.383  2.611  1.259
O  0.434  3.749  1.362
C  1.164  1.763  -0.338
H  3.751  2.485  1.045
H  3.258  4.029  1.609
H  3.061  3.739  -0.132
H  2.133  1.630  -0.813
H  0.586  2.463  -0.947
H  0.606  0.832  -0.277

***

No. 3
The following is a DFT calculation (ωB97M-V/def2-TZVPD) of a cluster of 2 separate species, C11H19BrClNO6 in total at a distorted geometry.

The HOMO-LUMO gap is 4.67 eV. The lowest unoccupied orbital energy comes out at -0.0962 Eh. Its energy is -108043.6121 eV. The HOMO energy comes out at -7.29 eV. The value obtained for the max |F| is 0.0847 Eh/bohr. The net charge is 0.

Atoms and positions in Å:
C  -1.288  -3.386  0.059
C  -1.543  -2.563  -1.240
C  -0.465  -1.461  -1.560
Br  1.251  -1.991  -0.779
C  -0.902  -0.020  -1.187
C  0.154  1.113  -1.200
C  1.029  1.162  0.072
O  0.889  2.385  0.810
C  1.374  2.083  2.103
C  0.461  2.237  3.322
O  2.442  1.680  2.189
C  -2.026  0.210  -0.097
C  -2.996  1.197  -0.737
N  -2.853  1.318  -1.992
C  -1.797  0.370  -2.418
H  -1.026  -2.755  0.919
H  -2.245  -3.882  0.312
H  -0.566  -4.186  -0.129
H  -2.570  -2.164  -1.218
H  -1.489  -3.281  -2.076
H  -0.319  -1.475  -2.651
H  -0.428  2.061  -1.212
H  0.729  1.130  -2.139
H  2.076  0.957  -0.215
H  0.746  0.302  0.713
H  0.797  1.487  4.048
H  -0.574  1.977  3.034
H  0.536  3.263  3.703
H  -2.481  -0.663  0.384
H  -1.524  0.828  0.678
H  -3.740  1.751  -0.154
H  -3.354  1.935  -2.625
H  -1.299  0.572  -3.377
H  -2.406  -0.530  -2.662
O  6.210  -1.230  1.362
Cl  5.085  -0.332  1.468
O  4.771  0.206  0.156
O  5.407  0.749  2.368
O  3.931  -1.057  1.970

***

No. 4
The following is a DFT calculation (ωB97M-V/def2-TZVPD) of an isolated molecule of C3H6N2O.

The energy above the lowest of the compared OMol25 structures with the same formula, charge and spin is 40.3 kcal/mol. The HOMO-LUMO gap is 9.64 eV. The lowest unoccupied orbital energy comes out at 0.0128 Eh. Its energy is -8234.9494 eV. The HOMO energy comes out at -9.29 eV. Its SMILES is [H]/N=C(/C=O)NC. The value obtained for the max |F| is 0.0159 Eh/bohr. The net charge is 0.

Atoms and positions in Å:
C  1.502  0.343  -0.098
N  0.452  -0.582  0.312
C  -0.891  -0.370  0.106
N  -1.866  -1.129  0.436
C  -1.254  0.922  -0.606
O  -0.737  1.987  -0.364
H  1.937  0.076  -1.071
H  2.277  0.373  0.666
H  1.075  1.344  -0.162
H  0.683  -1.304  0.977
H  -1.521  -1.974  0.900
H  -2.024  0.825  -1.386

***

No. 5
The following is a DFT calculation (ωB97M-V/def2-TZVPD) of a structure of composition C30H62BeIN4O12 at a distorted geometry.

The HOMO-LUMO gap is 5.73 eV. The lowest unoccupied orbital energy comes out at 0.0664 Eh. Its energy is -71138.1878 eV. The HOMO energy comes out at -3.92 eV. The value obtained for the max |F| is 0.1135 Eh/bohr. The net charge is -1.

Atoms and positions in Å:
Be  -1.096  -0.569  2.492
C  -5.227  -1.229  0.743
C  -6.528  -1.713  1.039
C  -6.574  -2.802  2.282
O  -7.737  -3.102  2.693
C  -5.298  -3.152  2.950
C  -4.105  -2.609  2.526
C  -4.146  -1.626  1.413
O  -3.136  -1.071  0.922
O  -3.035  -2.925  3.182
O  -7.547  -1.300  0.480
H  -5.278  -0.450  -0.003
H  -5.244  -3.931  3.695
I  1.985  0.002  3.480
C  -4.716  4.391  3.262
O  -3.682  3.565  2.802
C  -4.039  2.163  2.397
C  -4.118  1.249  3.608
N  -2.805  0.751  4.125
C  -2.918  0.102  5.423
C  -1.609  -0.532  5.841
O  -1.006  -1.279  4.817
C  -0.381  -2.547  5.231
H  -5.107  4.120  4.243
H  -5.538  4.361  2.548
H  -4.459  5.444  3.379
H  -3.296  1.855  1.662
H  -4.892  2.441  1.777
H  -4.777  0.391  3.479
H  -4.717  1.885  4.260
H  -2.359  1.643  4.283
H  -3.647  -0.706  5.465
H  -3.332  0.690  6.242
H  -1.905  -1.125  6.707
H  -0.919  0.194  6.270
H  -1.201  -3.227  5.462
H  0.342  -2.554  6.048
H  0.193  -3.049  4.452
C  9.845  -0.534  -4.741
O  8.928  -1.395  -4.124
C  8.045  -0.996  -3.174
C  7.419  -2.193  -2.515
N  6.676  -1.694  -1.416
C  5.289  -1.226  -1.593
C  4.717  -0.329  -0.502
O  3.319  -0.063  -0.651
C  2.957  1.341  -0.580
H  10.772  -0.541  -4.168
H  9.455  0.427  -5.077
H  10.206  -1.078  -5.614
H  7.363  -0.267  -3.613
H  8.591  -0.363  -2.475
H  8.258  -2.764  -2.118
H  6.891  -2.761  -3.280
H  7.287  -1.028  -0.966
H  4.637  -2.098  -1.638
H  5.315  -0.668  -2.529
H  5.392  0.504  -0.303
H  4.631  -0.878  0.436
H  2.855  1.564  0.482
H  2.010  1.436  -1.112
H  3.583  2.141  -0.974
C  -0.295  -3.833  1.410
O  0.154  -2.534  1.365
C  0.792  -2.251  0.147
C  0.081  -1.091  -0.572
N  0.178  0.075  0.292
C  -0.535  1.154  -0.345
C  -0.597  2.395  0.531
O  -0.918  1.952  1.790
C  -0.534  2.816  2.821
H  -0.559  -4.244  2.385
H  0.477  -4.510  1.044
H  -1.170  -3.723  0.770
H  0.619  -3.051  -0.573
H  1.871  -2.122  0.226
H  -0.891  -1.395  -0.958
H  0.500  -0.903  -1.560
H  1.167  0.278  0.321
H  -1.554  0.833  -0.561
H  -0.143  1.258  -1.356
H  -1.366  3.077  0.169
H  0.260  3.065  0.596
H  -1.065  2.382  3.668
H  -0.723  3.885  2.722
H  0.530  2.708  3.033
C  2.557  -0.534  -4.093
O  2.518  0.589  -4.994
C  1.713  1.762  -4.628
C  0.238  1.378  -4.766
N  -0.800  2.492  -4.709
C  -2.090  1.893  -5.137
C  -2.633  0.847  -4.158
O  -2.874  1.404  -2.875
C  -3.746  0.659  -2.056
H  2.805  -0.146  -3.105
H  3.453  -1.121  -4.292
H  1.531  -0.900  -4.049
H  1.901  2.526  -5.382
H  2.016  2.223  -3.687
H  -0.080  0.574  -4.103
H  0.368  0.958  -5.764
H  -1.000  2.857  -3.789
H  -1.854  1.317  -6.032
H  -2.890  2.630  -5.204
H  -2.198  -0.146  -4.043
H  -3.654  0.778  -4.533
H  -4.742  0.864  -2.450
H  -3.757  1.013  -1.025
H  -3.653  -0.419  -1.928

***

No. 6
The following is a DFT calculation (ωB97M-V/def2-TZVPD) of an isolated molecule of C4H7I2N at a distorted geometry.

The energy above the lowest of the compared OMol25 structures with the same formula, charge and spin is 85.4 kcal/mol. The HOMO-LUMO gap (alpha / beta) is 6.48 / 6.75 eV. The lowest unoccupied orbital energy (alpha / beta) comes out at -0.0377 / -0.0303 Eh. Its energy is -21947.8981 eV. The HOMO energy (alpha / beta) comes out at -7.50 / -7.58 eV. The value obtained for the max |F| is 0.0629 Eh/bohr. The net charge is 0.

Atoms and positions in Å:
C  -0.654  -0.779  -1.219
C  -0.795  -0.664  1.320
C  2.060  2.091  0.235
C  -1.309  -0.481  -0.084
N  0.709  -1.118  -1.221
I  2.324  0.121  -0.210
I  -3.248  0.275  -0.237
H  -1.154  -0.678  -2.268
H  -1.023  0.208  2.008
H  -1.404  -1.474  1.709
H  0.275  -0.968  1.338
H  1.497  2.139  1.279
H  1.783  2.788  -0.544
H  0.937  -1.458  -2.106

***

Please write out number 2 again, unchanged.
The following is a DFT calculation (ωB97M-V/def2-TZVPD) of a structure of composition C10H27FFeNO5S at a distorted geometry.

The HOMO-LUMO gap (alpha / beta) is 3.92 / 3.73 eV. The lowest unoccupied orbital energy (alpha / beta) comes out at -0.2619 / -0.2688 Eh. As for the expectation value of S²: 6.006. Its energy is -70464.4364 eV. The HOMO energy (alpha / beta) comes out at -11.05 / -11.05 eV. As for the spin multiplicity: 5. The value obtained for the max |F| is 0.0580 Eh/bohr. The net charge is +1.

Atoms and positions in Å:
Fe  -1.762  -2.820  0.152
F  -1.262  -1.021  -0.044
C  -0.304  -0.632  -3.224
O  -1.081  0.276  -2.463
H  -0.569  -0.603  -4.280
H  0.772  -0.448  -3.160
H  -0.521  -1.651  -2.866
H  -1.136  -0.084  -1.573
C  -1.468  1.020  3.395
O  -0.909  -0.152  2.768
H  -0.727  1.827  3.315
H  -2.293  1.438  2.818
H  -1.520  0.837  4.461
H  -0.686  0.054  1.853
C  -2.646  2.312  -0.179
O  -3.115  0.971  0.053
H  -3.453  2.981  0.115
H  -1.767  2.479  0.444
H  -2.505  2.487  -1.247
H  -2.362  0.391  -0.097
C  -4.040  -2.079  2.118
O  -2.599  -2.215  2.031
H  -4.310  -1.645  3.075
H  -4.495  -1.491  1.318
H  -4.424  -3.091  1.998
H  -2.157  -1.373  2.306
N  2.375  -3.190  -1.495
C  3.552  -3.442  -2.141
C  4.250  -2.274  -2.216
C  3.545  -1.311  -1.458
C  2.366  -1.887  -1.048
H  1.640  -3.855  -1.358
H  3.709  -4.451  -2.485
H  5.167  -2.138  -2.765
H  3.823  -0.300  -1.211
H  1.504  -1.498  -0.529
C  3.029  3.278  0.851
S  1.383  2.611  1.259
O  0.434  3.749  1.362
C  1.164  1.763  -0.338
H  3.751  2.485  1.045
H  3.258  4.029  1.609
H  3.061  3.739  -0.132
H  2.133  1.630  -0.813
H  0.586  2.463  -0.947
H  0.606  0.832  -0.277

***

Which of these has the highest energy?
C3H6N2O